A structure of composition C16H11N3PdS. Source: the OMol25 dataset; level of theory: ωB97M-V with the def2-TZVPD basis set.

<S²>: 0.781
HOMO (spin up / spin down): -1.229 / -2.626 eV
E_tot: -1306.6314 Eh
2S+1: 2
charge: -1
LUMO (spin up / spin down): 3.06 / 3.26 eV

Each line ends with the Mulliken charge.
Positions of all 32 atoms, in Å:
Pd (0.08, 1.68, -0.39)  0.01
C (-3.65, 0.82, -2.85)  -0.57
C (-3.47, -0.53, -3.18)  -0.37
C (-2.48, -1.24, -2.54)  -0.55
C (-1.69, -0.61, -1.56)  0.80
N (-1.88, 0.70, -1.24)  -0.29
C (-2.83, 1.37, -1.89)  -0.23
C (-0.63, -1.29, -0.83)  0.14
C (-0.51, -2.68, -0.75)  -0.52
C (0.45, -3.22, 0.09)  -0.76
C (1.24, -2.39, 0.88)  -0.52
C (1.08, -1.01, 0.77)  0.13
N (0.22, -0.49, -0.15)  -0.06
C (1.73, -0.04, 1.63)  0.80
C (2.84, -0.35, 2.43)  -0.55
C (3.41, 0.62, 3.23)  -0.37
C (2.85, 1.91, 3.22)  -0.57
C (1.76, 2.14, 2.40)  -0.23
N (1.20, 1.21, 1.63)  -0.29
H (-4.41, 1.42, -3.33)  0.34
H (-4.08, -1.00, -3.94)  0.39
H (-2.30, -2.27, -2.79)  0.22
H (-2.93, 2.41, -1.61)  0.37
H (-1.20, -3.32, -1.30)  0.21
H (0.55, -4.30, 0.18)  0.38
H (1.92, -2.80, 1.61)  0.21
H (3.27, -1.34, 2.40)  0.22
H (4.27, 0.40, 3.85)  0.39
H (3.26, 2.70, 3.83)  0.35
H (1.31, 3.12, 2.35)  0.37
S (0.21, 4.98, -1.13)  -0.35
C (0.40, 3.41, -1.04)  -0.13

A structure of composition C3H2O3Pt. Source: the OMol25 dataset; level of theory: ωB97M-V with the def2-TZVPD basis set.

<S²>: 2.010
ΔE to the lowest compared entry with this formula, charge and spin: 396.7 kJ/mol
HOMO (spin up / spin down): -7.339 / -8.685 eV
E_tot: -460.1310 Eh
2S+1: 3
LUMO (spin up / spin down): -1.07 / -2.00 eV

Each line ends with the Mulliken charge.
Positions of all 9 atoms, in Å:
H (0.92, 1.52, -1.16)  0.34
O (-0.53, 0.10, -1.57)  -0.55
C (0.49, 0.58, -0.79)  0.14
C (0.35, 0.37, 0.60)  -0.39
C (0.36, -1.78, 1.23)  0.21
O (-0.90, 0.61, 1.07)  -0.47
O (-0.44, -2.21, 0.52)  -0.16
Pt (-1.76, -0.10, -0.31)  0.65
H (1.51, 0.90, 0.42)  0.24

The molecule C4H9NO2. Source: the OMol25 dataset; level of theory: ωB97M-V with the def2-TZVPD basis set.

SMILES: CN(C)CC(=O)O
ΔE to the lowest compared entry with this formula, charge and spin: 240.9 kJ/mol
HOMO: -9.056 eV
E_tot: -362.9938 Eh
LUMO: 0.77 eV

Each line ends with the Mulliken charge.
Positions of all 16 atoms, in Å:
C (1.80, 1.00, 0.96)  -1.13
N (0.76, 0.06, 0.79)  -0.06
C (1.26, -1.29, 1.40)  -0.97
C (0.41, 0.01, -0.68)  -0.63
C (-1.13, 0.24, -0.84)  0.55
O (-1.75, -0.97, -0.92)  -0.42
O (-1.79, 1.30, -0.92)  -0.59
H (2.81, 0.58, 0.61)  0.31
H (1.70, 1.09, 2.07)  0.32
H (1.63, 1.91, 0.48)  0.45
H (0.98, -1.42, 2.54)  0.26
H (0.71, -2.10, 0.87)  0.33
H (2.26, -1.50, 1.26)  0.43
H (0.53, -1.06, -1.05)  0.36
H (1.00, 0.57, -1.42)  0.45
H (-2.67, -0.90, -1.19)  0.33

A structure of composition C4H11N2OS. Source: the OMol25 dataset; level of theory: ωB97M-V with the def2-TZVPD basis set.

ΔE to the lowest compared entry with this formula, charge and spin: 217.7 kJ/mol
HOMO: -12.888 eV
E_tot: -741.6534 Eh
charge: +1
LUMO: -3.12 eV

Each line ends with the Mulliken charge.
Positions of all 19 atoms, in Å:
C (-1.05, -1.49, -0.04)  0.64
C (0.03, 0.69, 1.35)  -1.88
C (0.68, 0.48, -1.13)  -0.97
C (-0.34, 0.41, -0.06)  0.40
N (-2.29, -1.48, 0.10)  -0.23
N (1.69, -0.70, -0.96)  -0.25
O (-0.10, -2.30, -0.19)  -0.73
S (-1.80, 1.33, -0.69)  -0.18
H (-0.80, 0.91, 1.92)  0.47
H (0.51, -0.11, 1.86)  0.45
H (0.57, 1.58, 1.32)  0.56
H (1.28, 1.32, -0.85)  0.38
H (0.31, 0.46, -2.08)  0.55
H (-2.88, -0.70, -0.15)  0.14
H (-2.84, -2.39, 0.09)  0.34
H (2.26, -0.47, -0.12)  0.38
H (2.29, -0.80, -1.77)  0.35
H (1.18, -1.62, -0.79)  0.34
H (-1.29, 2.34, 0.03)  0.21

A structure of composition C27H34B2N7O7Pt. Source: the OMol25 dataset; level of theory: ωB97M-V with the def2-TZVPD basis set.

ΔE to the lowest compared entry with this formula, charge and spin: 332.7 kJ/mol
HOMO (spin up / spin down): -3.254 / -3.255 eV
E_tot: -2128.3898 Eh
charge: -1
LUMO (spin up / spin down): 1.54 / 1.54 eV

Each line ends with the Mulliken charge.
Positions of all 78 atoms, in Å:
Pt (0.47, 0.68, 0.65)  1.39
B (2.97, 0.59, 3.28)  0.22
N (1.42, 0.64, 3.51)  0.02
C (0.94, 0.50, 4.75)  -0.19
C (-0.44, 0.56, 4.71)  -1.47
C (-0.74, 0.74, 3.37)  -0.23
N (0.39, 0.81, 2.66)  0.28
N (3.39, 0.62, 1.78)  -0.13
C (4.68, 0.66, 1.43)  -0.28
C (4.76, 0.68, 0.05)  -1.26
C (3.43, 0.65, -0.37)  -0.09
N (2.62, 0.63, 0.68)  0.18
H (3.47, 1.56, 3.82)  -0.21
H (3.37, -0.44, 3.77)  -0.16
H (1.62, 0.37, 5.57)  0.44
H (-1.13, 0.48, 5.53)  0.43
H (-1.69, 0.82, 2.88)  0.50
H (5.44, 0.66, 2.19)  0.42
H (5.65, 0.70, -0.56)  0.41
H (3.03, 0.66, -1.36)  0.57
C (-0.26, 5.33, 0.07)  -1.39
C (-0.14, 3.85, -0.15)  0.78
N (-0.70, 3.35, -1.26)  -0.06
O (0.46, 3.15, 0.67)  -0.61
H (-1.04, 5.79, -0.54)  0.41
H (0.70, 5.80, -0.18)  0.30
H (-0.46, 5.52, 1.12)  0.32
H (-1.16, 3.95, -1.91)  0.22
H (-0.54, 2.37, -1.49)  0.12
C (0.96, -4.09, -0.19)  -1.92
C (-0.29, -3.46, 0.40)  1.63
C (-1.53, -4.21, -0.04)  -1.89
O (-0.37, -2.12, -0.12)  -0.11
B (0.21, -1.29, 0.80)  0.46
O (0.50, -1.94, 1.98)  -0.45
C (-0.20, -3.20, 1.93)  1.58
C (0.60, -4.24, 2.70)  -2.04
C (-1.56, -2.97, 2.58)  -1.79
H (0.95, -3.94, -1.27)  0.47
H (1.01, -5.16, 0.03)  0.37
H (1.86, -3.61, 0.20)  0.27
H (-1.51, -4.33, -1.13)  0.45
H (-2.44, -3.66, 0.22)  0.35
H (-1.57, -5.20, 0.41)  0.33
H (1.62, -4.30, 2.34)  0.37
H (0.13, -5.22, 2.62)  0.35
H (0.62, -3.96, 3.76)  0.48
H (-2.14, -2.25, 2.01)  0.19
H (-1.40, -2.57, 3.58)  0.46
H (-2.13, -3.90, 2.65)  0.38
O (1.41, -1.16, -2.15)  -0.61
C (1.01, -0.03, -2.39)  -0.23
O (0.71, 0.90, -1.56)  -0.83
C (0.91, 0.40, -3.85)  0.38
C (0.90, -0.58, -4.84)  -0.29
C (0.82, -0.23, -6.18)  -0.60
C (0.76, 1.12, -6.50)  0.00
C (0.78, 2.11, -5.54)  -0.66
C (0.85, 1.74, -4.21)  -0.27
N (0.68, 1.50, -7.92)  1.01
O (0.62, 2.68, -8.19)  -0.63
O (0.67, 0.61, -8.75)  -0.63
H (0.97, -1.61, -4.53)  0.49
H (0.81, -0.97, -6.96)  0.47
H (0.74, 3.15, -5.85)  0.48
H (0.86, 2.49, -3.43)  0.52
N (-1.37, 0.67, 0.10)  0.06
C (-2.59, 0.84, 0.62)  -0.08
C (-3.64, -0.04, 0.20)  -0.53
C (-4.94, 0.11, 0.65)  -0.50
C (-5.29, 1.12, 1.54)  -0.59
C (-4.30, 2.00, 1.95)  -0.67
C (-2.99, 1.88, 1.50)  0.09
H (-3.37, -0.83, -0.49)  0.44
H (-5.69, -0.59, 0.30)  0.35
H (-6.31, 1.23, 1.89)  0.37
H (-4.55, 2.82, 2.63)  0.34
H (-2.25, 2.61, 1.81)  0.34

A cluster of 2 separate species, ClH7N2Si2 in total. Source: the OMol25 dataset; level of theory: ωB97M-V with the def2-TZVPD basis set.

ΔE to the lowest compared entry with this formula, charge and spin: 172.1 kJ/mol
HOMO: -8.436 eV
E_tot: -1152.9179 Eh
LUMO: 0.83 eV

Each line ends with the Mulliken charge.
Positions of all 12 atoms, in Å:
N (1.60, 0.77, -0.97)  -0.43
N (2.97, -1.36, 0.15)  -0.43
Si (-3.17, 0.42, 0.62)  0.53
Si (2.01, 0.05, 0.55)  -0.04
Cl (-1.99, 1.92, 0.01)  -0.20
H (0.89, 1.47, -0.83)  0.22
H (1.73, 0.35, -1.95)  0.25
H (3.41, -1.55, -0.75)  0.22
H (3.19, -2.10, 0.86)  0.23
H (-4.69, 0.71, 0.30)  -0.09
H (-2.92, 0.14, 1.98)  -0.12
H (-3.02, -0.81, 0.02)  -0.13

The ion C10H7O2 with charge +1. Source: the OMol25 dataset; level of theory: ωB97M-V with the def2-TZVPD basis set.

<S²>: 2.047
HOMO (spin up / spin down): -11.085 / -13.735 eV
E_tot: -535.3154 Eh
2S+1: 3
charge: +1
LUMO (spin up / spin down): -4.65 / -8.43 eV

Each line ends with the Mulliken charge.
Positions of all 19 atoms, in Å:
C (-2.65, 0.36, 0.11)  -0.74
C (-1.94, 1.56, -0.17)  -0.28
C (-1.91, -0.82, 0.21)  -0.38
C (-0.58, 1.64, -0.18)  -0.63
C (0.18, -2.07, 0.09)  -0.77
C (1.52, -2.07, -0.15)  -0.15
C (-0.53, -0.86, 0.04)  0.91
C (0.17, 0.39, -0.11)  0.67
C (1.59, 0.26, -0.07)  0.29
C (2.74, 1.33, 0.21)  0.01
O (3.80, 0.86, 0.14)  -0.36
O (2.19, -0.87, -0.18)  -0.34
H (-3.79, 0.25, 0.07)  0.32
H (-2.47, 2.52, -0.33)  0.37
H (-2.48, -1.64, 0.34)  0.52
H (-0.10, 2.62, -0.29)  0.38
H (-0.36, -2.93, -0.05)  0.44
H (2.19, -2.91, -0.15)  0.48
H (2.45, 2.37, 0.48)  0.27

A structure of composition C14H23IrN11Si2. Source: the OMol25 dataset; level of theory: ωB97M-V with the def2-TZVPD basis set.

ΔE to the lowest compared entry with this formula, charge and spin: 0.0 kJ/mol
HOMO (spin up / spin down): -4.828 / -5.009 eV
E_tot: -1833.0988 Eh
charge: -1
LUMO (spin up / spin down): 1.88 / 1.68 eV

Each line ends with the Mulliken charge.
Positions of all 51 atoms, in Å:
Ir (0.64, -0.61, 0.18)  0.43
N (3.34, -2.39, 1.40)  -0.06
C (3.50, -1.78, 0.19)  0.58
N (4.60, -1.82, -0.53)  -0.55
N (4.30, -1.08, -1.62)  -0.65
N (3.11, -0.61, -1.56)  -0.21
N (2.55, -1.04, -0.39)  0.13
C (2.16, -2.47, 2.08)  0.55
N (2.01, -3.14, 3.21)  -0.55
N (0.72, -2.92, 3.55)  -0.68
N (0.12, -2.20, 2.69)  -0.17
N (1.02, -1.86, 1.71)  0.21
H (4.10, -2.96, 1.74)  0.24
C (-1.13, -3.54, 0.07)  -1.11
Si (-2.26, -2.06, 0.09)  0.03
C (-3.26, -2.21, -1.50)  -1.16
C (-3.38, -2.13, 1.60)  -1.07
N (-1.34, -0.55, 0.10)  0.37
C (-1.87, 0.62, -0.36)  0.65
C (-3.24, 0.94, -0.46)  -0.49
C (-3.63, 2.16, -0.97)  -0.88
C (-2.67, 3.09, -1.39)  -0.89
C (-1.33, 2.82, -1.26)  -0.49
C (-0.91, 1.59, -0.72)  0.45
N (0.40, 1.18, -0.53)  0.19
Si (1.69, 2.40, -0.35)  0.05
C (3.18, 1.80, 0.59)  -1.09
C (2.25, 2.95, -2.05)  -1.08
C (1.04, 3.83, 0.69)  -1.19
H (-1.72, -4.42, -0.21)  0.42
H (-0.67, -3.73, 1.04)  0.29
H (-0.33, -3.42, -0.67)  0.32
H (-3.76, -3.18, -1.52)  0.34
H (-2.58, -2.17, -2.36)  0.29
H (-4.01, -1.44, -1.65)  0.40
H (-3.95, -3.06, 1.62)  0.37
H (-4.08, -1.30, 1.63)  0.34
H (-2.75, -2.08, 2.49)  0.31
H (-3.98, 0.24, -0.12)  0.26
H (-4.68, 2.40, -1.04)  0.36
H (-2.99, 4.03, -1.82)  0.37
H (-0.59, 3.53, -1.60)  0.26
H (3.84, 1.18, -0.02)  0.30
H (2.92, 1.24, 1.50)  0.28
H (3.74, 2.69, 0.90)  0.45
H (2.63, 2.07, -2.58)  0.32
H (3.05, 3.68, -1.97)  0.37
H (1.44, 3.38, -2.65)  0.35
H (0.71, 3.44, 1.66)  0.29
H (0.21, 4.38, 0.26)  0.42
H (1.85, 4.54, 0.88)  0.36

Q: The highest E_tot belongs to which entry?
A: C4H9NO2

Q: What is the E_tot in the fourth record?
A: -741.6534 Eh